1.
This record from the Open Molecules 2025 dataset describes a cluster of 4 separate species, C25H34FN3O8S3 in total. The level of theory is ωB97M-V/def2-TZVPD.

Calculated values
LUMO level, eV: -0.816

```
! RIJCOSX wB97M-V def2-TZVPD def2/J DEFGRID3
* xyz 0 1
N 6.300 3.243 0.705
C 5.435 2.312 0.373
C 4.478 0.989 0.014
C 2.943 1.564 -0.084
C 1.818 0.330 0.010
C 1.288 -0.532 -1.282
C 0.199 -1.767 -1.024
C -0.316 -2.073 0.537
C 0.219 -1.208 1.851
C 1.294 0.006 1.564
C 4.735 -0.098 1.214
C 4.642 0.605 2.727
N 4.582 1.030 3.967
C 6.217 -0.866 1.108
O 7.357 -0.254 0.775
N 6.254 -2.365 1.471
C 7.011 -3.115 0.369
O 8.083 -3.833 0.804
F 6.612 -3.039 -1.075
H 4.882 0.563 -1.025
H 2.822 2.035 -1.173
H 2.704 2.447 0.664
H 1.690 -0.316 -2.373
H -0.184 -2.433 -1.923
H -1.066 -2.967 0.745
H -0.098 -1.418 2.963
H 1.731 0.634 2.478
H 3.945 -0.984 1.246
H 5.257 -2.724 1.364
O 1.776 2.246 -2.912
S 1.923 1.815 -4.286
O 1.130 0.741 -4.850
C 1.790 3.243 -5.343
C 3.214 3.769 -5.444
C 4.099 2.537 -5.626
C 3.652 1.497 -4.600
H 1.095 3.965 -4.911
H 1.424 2.905 -6.318
H 3.323 4.474 -6.274
H 3.489 4.289 -4.519
H 3.964 2.138 -6.639
H 5.159 2.779 -5.507
H 3.771 0.479 -4.981
H 4.194 1.607 -3.657
O -2.999 -1.969 0.040
S -3.770 -3.171 0.280
O -3.211 -4.331 0.945
C -5.285 -2.715 1.100
C -6.254 -2.422 -0.036
C -6.031 -3.529 -1.066
C -4.523 -3.680 -1.257
H -5.114 -1.856 1.751
H -5.618 -3.575 1.690
H -7.289 -2.396 0.315
H -6.023 -1.448 -0.484
H -6.451 -4.469 -0.687
H -6.529 -3.305 -2.014
H -4.247 -4.716 -1.472
H -4.152 -3.024 -2.050
O -6.333 0.828 2.635
S -5.543 0.505 3.805
O -5.768 -0.695 4.586
C -3.819 0.585 3.360
C -3.435 2.036 3.605
C -4.088 2.420 4.932
C -5.532 1.922 4.893
H -3.686 0.274 2.323
H -3.270 -0.086 4.028
H -2.349 2.165 3.635
H -3.830 2.670 2.802
H -3.553 1.934 5.756
H -4.048 3.500 5.106
H -5.881 1.622 5.884
H -6.204 2.676 4.474
*
```

---

2.
This record from the Open Molecules 2025 dataset describes a structure of composition C25H34NO3PSTeV. The level of theory is ωB97M-V/def2-TZVPD.

Calculated values
LUMO level (spin up / spin down), eV: -5.096 / -4.861

```
! RIJCOSX wB97M-V def2-TZVPD def2/J DEFGRID3
* xyz 1 3
V -15.561 -1.886 6.988
C -11.851 -1.230 7.315
C -12.847 -1.021 6.209
C -12.459 -1.075 4.809
C -13.351 -0.883 3.758
C -14.700 -0.489 4.140
C -15.724 -0.208 3.144
C -17.030 0.078 3.532
C -17.422 -0.067 4.865
C -16.472 -0.368 5.878
S -16.995 -0.382 7.577
C -15.060 -0.422 5.476
N -14.106 -0.664 6.476
H -11.254 -0.363 7.566
H -11.092 -1.949 6.960
H -12.282 -1.621 8.282
H -11.369 -1.147 4.561
H -13.068 -0.993 2.772
H -15.349 -0.159 2.119
H -17.749 0.419 2.825
H -18.440 0.232 5.153
C -18.964 -8.090 9.812
C -18.026 -7.261 9.037
C -16.908 -6.690 9.609
C -15.968 -5.878 8.965
C -14.795 -5.269 9.734
C -16.230 -5.596 7.600
Te -14.751 -4.374 6.603
C -17.347 -6.204 6.912
C -17.668 -5.688 5.475
C -18.268 -6.910 7.657
H -19.888 -7.440 10.014
H -18.516 -8.536 10.670
H -19.218 -9.062 9.229
H -16.771 -6.911 10.638
H -13.837 -5.710 9.344
H -14.859 -5.387 10.833
H -14.710 -4.183 9.690
H -17.992 -4.641 5.564
H -18.534 -6.252 5.110
H -16.769 -5.758 4.880
H -19.163 -7.273 7.114
C -22.977 -2.627 3.035
C -22.457 -3.900 2.270
O -21.593 -3.477 1.166
P -20.339 -4.457 0.725
O -19.685 -3.581 -0.435
C -20.382 -2.814 -1.440
C -19.876 -1.342 -1.238
O -21.276 -5.544 -0.050
C -20.998 -6.983 -0.222
C -22.182 -7.744 0.333
H -23.466 -1.915 2.347
H -22.200 -2.108 3.574
H -23.846 -2.894 3.608
H -23.298 -4.392 1.784
H -22.022 -4.617 3.028
H -21.408 -2.930 -1.226
H -20.205 -3.244 -2.384
H -19.431 -1.202 -0.200
H -20.611 -0.545 -1.452
H -19.078 -1.093 -1.977
H -20.014 -7.177 0.278
H -20.893 -7.125 -1.353
H -23.153 -7.282 0.271
H -21.896 -7.932 1.372
H -22.136 -8.735 -0.184
*
```

---

3.
This record from the Open Molecules 2025 dataset describes a structure of composition C25H35AgN6S4. The level of theory is ωB97M-V/def2-TZVPD.

Calculated values
LUMO level, eV: 4.265

```
! RIJCOSX wB97M-V def2-TZVPD def2/J DEFGRID3
* xyz -2 1
Ag 0.516 2.165 -1.236
N 0.185 -0.243 1.496
C 0.969 0.624 2.244
C 0.541 1.003 3.520
C 1.310 1.819 4.333
C 2.552 2.254 3.898
C 2.997 1.851 2.644
C 2.236 1.051 1.798
C 2.819 0.628 0.487
C 4.002 -0.122 0.562
C 4.679 -0.512 -0.581
C 4.172 -0.128 -1.817
C 3.000 0.613 -1.878
C 2.260 1.012 -0.746
H -0.806 -0.043 1.535
H 0.465 -0.329 0.525
H -0.413 0.630 3.877
H 0.937 2.105 5.311
H 3.164 2.898 4.518
H 3.963 2.186 2.283
H 4.384 -0.407 1.538
H 5.586 -1.103 -0.508
H 4.690 -0.405 -2.730
H 2.641 0.913 -2.859
S -2.387 4.598 -4.139
C -1.391 3.618 -3.204
S -0.288 2.476 -3.890
S -1.426 3.717 -1.456
C -3.867 0.671 4.854
C -3.142 0.409 3.546
N -4.095 0.273 2.446
C -3.644 0.326 1.130
S -4.067 -0.904 0.080
N -2.879 1.373 0.796
C -2.971 2.705 1.408
C -1.649 3.240 1.933
H -3.156 0.743 5.678
H -4.568 -0.135 5.083
H -4.432 1.603 4.796
H -2.526 -0.496 3.628
H -2.467 1.229 3.327
H -4.660 -0.561 2.536
H -2.536 1.377 -0.163
H -3.728 2.657 2.192
H -3.326 3.376 0.624
H -1.255 2.666 2.773
H -1.787 4.272 2.266
H -0.894 3.237 1.147
C 1.691 -2.172 -4.872
C 0.928 -0.878 -4.672
N 0.416 -0.799 -3.327
C 0.203 -1.832 -2.467
N -0.285 -1.595 -1.304
C -0.615 -2.697 -0.427
C 0.162 -3.972 -0.724
C 0.073 -4.248 -2.212
N 0.575 -3.104 -2.937
C 0.837 -3.307 -4.343
H 2.629 -2.143 -4.313
H 1.915 -2.322 -5.931
H 0.109 -0.815 -5.401
H 1.570 -0.013 -4.848
H 0.261 0.141 -2.972
H -1.692 -2.900 -0.493
H -0.427 -2.383 0.603
H -0.237 -4.816 -0.153
H 1.213 -3.839 -0.451
H -0.971 -4.478 -2.488
H 0.680 -5.115 -2.495
H -0.096 -3.378 -4.930
H 1.354 -4.267 -4.447
*
```